Density functional theory data (ωB97M-V/def2-TZVPD) for C18H22N4O4S in the gas phase.

Structure (ORCA input):
```
! wB97M-V def2-TZVPD RIJCOSX def2/J DEFGRID3
* xyz 0 1
C -2.017 -2.001 -1.584
C -2.254 -0.510 -1.375
C -3.282 0.052 -2.360
C -3.460 1.552 -2.134
C -2.113 2.261 -2.247
N -1.191 1.679 -1.292
S 0.203 2.558 -1.005
O -0.141 3.947 -0.978
O 1.277 2.142 -1.868
C 0.618 1.999 0.652
C 1.940 2.034 1.056
C 2.298 1.489 2.280
C 1.327 0.881 3.065
C 1.674 0.109 4.298
O 2.086 0.559 5.334
N 1.404 -1.239 4.141
C 1.147 -1.843 2.938
N 0.310 -2.794 2.693
N 0.425 -3.082 1.377
C 1.329 -2.298 0.885
C 1.812 -2.263 -0.485
C 2.403 -0.990 -1.037
C 3.300 -2.135 -0.725
O 1.843 -1.471 1.834
C -0.011 0.904 2.675
C -0.368 1.483 1.472
C -0.948 0.273 -1.532
H -2.958 -2.543 -1.518
H -1.584 -2.185 -2.564
H -1.344 -2.394 -0.824
H -2.625 -0.350 -0.358
H -4.237 -0.461 -2.234
H -2.936 -0.125 -3.381
H -3.872 1.725 -1.139
H -4.149 1.970 -2.869
H -2.193 3.321 -2.004
H -1.723 2.162 -3.271
H 2.676 2.460 0.392
H 3.327 1.491 2.605
H 1.380 -1.823 4.967
H 1.240 -2.908 -1.137
H 2.198 -0.746 -2.067
H 2.429 -0.126 -0.391
H 3.719 -2.710 -1.535
H 3.939 -2.063 0.142
H -0.763 0.453 3.307
H -1.393 1.504 1.141
H -0.207 -0.065 -0.806
H -0.534 0.119 -2.539
*
```

## Properties
Structure (SMILES): C[C@@H]1CCCN(S(=O)(=O)c2ccc(C(=O)Nc3nnc(C4CC4)o3)cc2)C1
Relative energy (zero: lowest compared OMol25 entry of this formula, charge and spin) in kcal per mole: 69.59


Density functional theory data (ωB97M-V/def2-TZVPD) for a molecular structure, CH4FInNO4.

Structure (ORCA input):
```
! wB97M-V def2-TZVPD RIJCOSX def2/J DEFGRID3
* xyz 1 1
In 1.151 1.782 1.084
N -0.585 1.016 -1.630
O 0.095 1.294 -0.718
O -1.375 1.902 -2.015
O -0.559 -0.120 -2.092
F -1.173 1.551 1.614
C 0.614 -1.437 0.492
O 0.261 -0.199 0.947
H 1.592 -1.529 0.018
H 0.631 -2.128 1.334
H -0.011 -1.851 -0.300
H -0.641 -0.280 1.265
*
```

## Properties
Relative energy (zero: lowest compared OMol25 entry of this formula, charge and spin) in kcal per mole: 0.00


Density functional theory data (ωB97M-V/def2-TZVPD) for 2 unconnected molecules or ions with the total composition C4H6N4S.

Structure (ORCA input):
```
! wB97M-V def2-TZVPD RIJCOSX def2/J DEFGRID3
* xyz 0 1
C 1.807 1.408 -1.453
C 1.812 1.154 -0.020
C 0.210 -0.081 -1.103
C -2.936 -1.805 1.104
N 0.947 0.658 -2.022
N 0.800 0.340 0.264
N -2.441 -0.738 1.142
N 0.252 -0.259 1.269
S -3.890 -3.024 0.991
H 2.531 1.953 -2.052
H 2.417 1.710 0.708
H 0.430 -1.188 -1.397
H -0.832 -0.074 -1.078
H -1.578 -0.210 1.374
H 0.472 0.156 2.273
*
```

## Properties
Relative energy (zero: lowest compared OMol25 entry of this formula, charge and spin) in kcal per mole: 75.13


Density functional theory data (ωB97M-V/def2-TZVPD) for a molecular structure, C61H73Ge2NS4Se2Ti.

Structure (ORCA input):
```
! wB97M-V def2-TZVPD RIJCOSX def2/J DEFGRID3
* xyz 2 1
Ti 0.194 -1.349 0.246
C 2.854 2.541 -0.861
Se 1.018 2.611 -0.230
C 0.150 2.704 -1.970
C 0.070 1.376 -2.691
Se -1.061 0.068 -1.778
C -0.925 -1.253 -3.197
H 3.070 3.427 -1.453
H 3.030 1.633 -1.434
H 3.489 2.535 0.022
H 0.699 3.421 -2.580
H -0.842 3.125 -1.801
H 1.047 0.907 -2.814
H -0.383 1.500 -3.676
H -1.407 -0.846 -4.082
H -1.431 -2.154 -2.865
H 0.131 -1.457 -3.374
C -0.554 -1.494 6.159
C -0.838 -2.534 5.111
C -2.049 -2.561 4.427
C -2.362 -3.572 3.527
C -3.721 -3.611 2.878
C -1.416 -4.580 3.290
C -0.199 -4.582 3.977
C 0.787 -5.711 3.837
C 0.077 -3.547 4.862
C -1.756 -5.731 2.403
C -2.413 -6.820 2.963
C -2.734 -7.926 2.193
C -2.420 -7.945 0.845
C -1.769 -6.869 0.246
C -1.414 -5.775 1.045
Ge -0.508 -4.279 0.215
S -1.810 -2.485 -0.069
S 1.241 -3.244 1.333
Ge 2.301 -3.234 -0.773
S 2.036 -1.074 -1.158
S 0.684 -4.530 -1.650
C 4.115 -3.900 -0.882
C 4.533 -4.229 -2.176
C 5.815 -4.729 -2.358
C 6.662 -4.885 -1.271
C 6.251 -4.506 -0.002
C 4.978 -3.983 0.212
C 4.641 -3.449 1.564
C 4.709 -2.072 1.803
C 5.114 -1.071 0.748
C 4.468 -1.599 3.093
C 4.220 -2.455 4.153
C 4.078 -1.932 5.556
C 4.165 -3.822 3.892
C 4.355 -4.333 2.616
C 4.262 -5.818 2.379
C 3.596 -4.022 -3.317
C 3.464 -2.752 -3.890
C 4.379 -1.618 -3.508
C 2.517 -2.565 -4.895
C 1.738 -3.612 -5.365
C 0.719 -3.401 -6.450
C 1.940 -4.881 -4.829
C 2.861 -5.108 -3.819
C 3.081 -6.498 -3.287
C -1.556 -6.925 -1.231
C -0.500 -7.677 -1.755
C 0.527 -8.304 -0.850
C -0.417 -7.851 -3.130
C -1.343 -7.283 -3.996
C -1.287 -7.547 -5.475
C -2.361 -6.506 -3.455
C -2.496 -6.331 -2.084
C -3.673 -5.558 -1.542
H -1.283 -0.685 6.130
H 0.443 -1.069 6.036
H -0.595 -1.941 7.154
H -2.794 -1.803 4.651
H -4.363 -2.827 3.282
H -4.215 -4.567 3.055
H -3.660 -3.485 1.799
H 0.666 -6.263 2.905
H 0.660 -6.424 4.654
H 1.806 -5.330 3.884
H 1.020 -3.554 5.395
H -2.664 -6.793 4.017
H -3.241 -8.770 2.642
H -2.694 -8.793 0.230
H 6.146 -4.989 -3.356
H 7.659 -5.278 -1.417
H 6.933 -4.581 0.836
H 5.314 -1.534 -0.216
H 6.022 -0.552 1.059
H 4.341 -0.314 0.601
H 4.540 -0.531 3.279
H 3.855 -0.865 5.564
H 5.005 -2.080 6.112
H 3.293 -2.454 6.101
H 3.982 -4.510 4.711
H 3.654 -6.293 3.147
H 5.248 -6.287 2.404
H 3.826 -6.043 1.404
H 4.613 -1.605 -2.444
H 3.942 -0.657 -3.779
H 5.329 -1.712 -4.040
H 2.410 -1.580 -5.337
H 0.599 -2.344 -6.684
H -0.252 -3.804 -6.157
H 1.018 -3.912 -7.367
H 1.359 -5.714 -5.206
H 2.286 -7.162 -3.618
H 3.112 -6.514 -2.196
H 4.032 -6.899 -3.643
H 0.844 -7.612 -0.067
H 1.407 -8.605 -1.417
H 0.131 -9.191 -0.352
H 0.379 -8.467 -3.532
H -0.309 -7.919 -5.779
H -1.512 -6.647 -6.049
H -2.026 -8.301 -5.754
H -3.098 -6.063 -4.117
H -4.421 -5.410 -2.320
H -3.383 -4.572 -1.175
H -4.146 -6.083 -0.711
C -4.082 2.251 2.777
N -3.447 1.547 1.623
C -2.668 2.499 0.777
C -2.657 0.291 1.975
C -1.251 0.519 2.462
C -1.025 1.245 3.628
C 0.259 1.446 4.118
C 1.339 0.875 3.469
C 1.114 0.116 2.330
C -0.165 -0.069 1.798
H -4.813 2.955 2.387
H -3.320 2.794 3.326
H -4.571 1.521 3.417
H -4.214 1.201 1.046
H -1.785 2.812 1.329
H -3.296 3.355 0.545
H -2.376 1.984 -0.136
H -2.643 -0.300 1.063
H -3.252 -0.248 2.713
H -1.855 1.642 4.197
H 0.405 2.023 5.022
H 2.344 1.006 3.849
H 1.984 -0.333 1.846
*
```

## Properties
Relative energy (zero: lowest compared OMol25 entry of this formula, charge and spin) in kcal per mole: 0.00


Density functional theory data (ωB97M-V/def2-TZVPD) for C3H4N4O in the gas phase.

Structure (ORCA input):
```
! wB97M-V def2-TZVPD RIJCOSX def2/J DEFGRID3
* xyz 0 1
H 2.209 -0.920 -1.972
N 1.357 -0.092 -1.752
C 0.668 -0.679 -0.887
N -0.161 0.216 -0.126
C 0.205 1.626 0.239
N -0.172 1.884 1.369
O -0.970 0.803 1.869
C -0.951 -0.275 0.988
N -1.704 -1.248 1.273
H -1.899 -1.668 0.181
H 0.591 -1.911 -0.602
H 0.827 2.264 -0.579
*
```

## Properties
Structure (SMILES): [H]/N=C/n1cno/c1=N/[H]
Relative energy (zero: lowest compared OMol25 entry of this formula, charge and spin) in kcal per mole: 110.22


Density functional theory data (ωB97M-V/def2-TZVPD) for a molecular structure, C33H35MoN8O4PS3.

Structure (ORCA input):
```
! wB97M-V def2-TZVPD RIJCOSX def2/J DEFGRID3
* xyz 2 3
Mo 0.180 0.355 0.597
C -0.909 -5.086 0.728
N -0.768 -3.728 0.206
C -1.129 -3.338 -1.051
C -0.816 -2.020 -1.160
N -0.274 -1.604 0.022
C -0.261 -2.656 0.847
P 0.522 -2.710 2.489
C 2.011 -1.741 2.086
N 2.006 -0.521 1.536
C 3.305 -0.114 1.461
C 4.100 -1.101 1.968
N 3.275 -2.116 2.355
C 3.720 -3.375 2.954
C -0.404 -1.322 3.212
N -0.554 -0.138 2.616
C -1.178 0.689 3.508
C -1.393 -0.012 4.660
N -0.902 -1.270 4.461
C -0.934 -2.344 5.451
H -1.630 -5.609 0.107
H 0.050 -5.598 0.691
H -1.282 -5.047 1.748
H -1.564 -4.029 -1.751
H -0.917 -1.359 -2.001
H 3.577 0.845 1.061
H 5.167 -1.167 2.094
H 4.798 -3.320 3.074
H 3.257 -3.506 3.929
H 3.473 -4.204 2.296
H -1.455 1.697 3.254
H -1.867 0.264 5.586
H -1.596 -2.036 6.254
H -1.325 -3.251 4.998
H 0.064 -2.514 5.850
C 1.256 -0.475 -4.673
C 2.678 -0.100 -4.293
C 2.762 0.805 -3.055
C 4.262 1.083 -2.732
C 4.549 2.162 -1.702
C 2.129 2.160 -3.347
O 2.223 2.717 -4.404
N 1.510 2.798 -2.267
C 1.252 2.206 -1.073
O 0.842 2.762 -0.058
N 1.358 0.842 -1.004
C 2.125 0.083 -1.868
O 2.311 -1.096 -1.643
H 1.242 -1.075 -5.581
H 0.646 0.410 -4.866
H 0.777 -1.071 -3.892
H 3.149 0.441 -5.114
H 3.279 -0.989 -4.101
H 4.730 1.364 -3.678
H 4.700 0.125 -2.444
H 4.258 3.152 -2.053
H 5.617 2.201 -1.493
H 4.036 1.994 -0.756
H 1.276 3.780 -2.359
O -1.308 1.368 0.419
C -2.734 1.655 0.000
C -2.578 2.230 -1.377
C -1.790 1.787 -2.408
C -1.862 2.615 -3.550
C -2.701 3.675 -3.360
S -3.379 3.685 -1.803
C -3.410 0.318 0.067
C -3.467 -0.634 -0.917
C -4.028 -1.854 -0.473
C -4.386 -1.807 0.844
S -4.049 -0.293 1.542
C -3.220 2.683 0.996
C -2.449 3.600 1.660
C -3.226 4.521 2.403
C -4.565 4.300 2.264
S -4.891 2.967 1.258
H -1.161 0.908 -2.357
H -1.323 2.435 -4.468
H -2.960 4.449 -4.064
H -3.166 -0.448 -1.938
H -4.208 -2.708 -1.109
H -4.888 -2.570 1.416
H -1.371 3.653 1.573
H -2.811 5.320 2.997
H -5.378 4.849 2.710
*
```

## Properties
Expectation value of S²: 2.015
Relative energy (zero: lowest compared OMol25 entry of this formula, charge and spin) in kcal per mole: 18.68